Computed, not measured: a 2-piece molecular cluster, C3H8N2OS overall at a distorted geometry, with the ωB97M-V functional and the def2-TZVPD basis.

Atoms and positions in Å:
1 C -2.1315 0.7825 -0.3745
2 C -2.0709 -0.4148 0.5562
3 C -1.4607 0.9323 0.7273
4 N 3.2961 0.2429 0.4542
5 N 1.2030 -1.4581 -0.2604
6 O 1.0904 0.8852 -1.0322
7 S 1.8001 0.0953 0.3598
8 H 0.3695 1.4736 -0.7334
9 H -2.7118 1.1820 -1.1772
10 H -3.0123 -0.8090 1.0653
11 H -1.3571 -1.1486 0.1838
12 H -1.0503 1.6491 1.4081
13 H 4.0852 0.3121 -0.1363
14 H 0.8077 -1.3581 -1.1751
15 H 1.1425 -2.3663 0.1343

Atoms 1-6, force components in eV/Å:
-0.322 -0.133 1.222
-0.340 -0.914 -0.717
-1.011 0.642 -0.313
-1.772 0.324 0.978
0.428 2.188 -0.830
0.895 -0.508 0.746

Calculated values
HOMO energy = -9.28 eV
energy above the lowest of the compared OMol25 structures with the same formula, charge and spin = 589.88 kJ/mol
spin multiplicity = 1
frontier orbital gap = 10.249 eV
net charge = 0

***

Computed, not measured: the molecule C3H8N2OS at a distorted geometry, with the ωB97M-V functional and the def2-TZVPD basis.

Atoms and positions in Å:
1 C -0.0398 0.3873 1.0034
2 C 0.8334 1.2087 0.0778
3 S 2.5350 1.3775 0.7900
4 N -1.3179 -0.0597 0.4509
5 C -1.5210 -0.8805 -0.6356
6 N -0.4350 -1.6107 -1.0562
7 O -2.6193 -0.9864 -1.1488
8 H 0.5121 -0.4647 1.3794
9 H -0.3169 0.9293 1.9010
10 H 0.4186 2.1482 -0.2681
11 H 1.0829 0.6294 -0.7997
12 H 3.0226 0.2484 0.2637
13 H -2.1039 0.5531 0.5798
14 H -0.4754 -1.9948 -1.9821
15 H 0.4246 -1.4850 -0.5558

Atoms 1-6, force components in eV/Å:
-0.997 -0.118 0.079
1.195 -0.817 -0.103
-0.376 0.588 0.139
0.283 0.257 -0.114
-0.145 -0.281 -0.106
-0.217 0.431 0.559

Calculated values
HOMO energy = -9.51 eV
energy above the lowest of the compared OMol25 structures with the same formula, charge and spin = 23.49 kJ/mol
SMILES = NC(=O)NCCS
spin multiplicity = 1
frontier orbital gap = 10.040 eV
net charge = 0

***

Computed, not measured: C3H8N2OS as an isolated structure at a distorted geometry, with the ωB97M-V functional and the def2-TZVPD basis.

Atoms and positions in Å:
1 C -1.1114 1.3188 0.1597
2 C -1.1603 -1.0784 -0.5394
3 C 2.3905 0.0391 -0.9052
4 N 0.3321 1.3761 -0.1513
5 N 0.0843 -1.2839 -0.4092
6 O -1.8154 -0.0117 -0.0612
7 S 0.9480 0.0862 0.3493
8 H -1.2417 1.4140 1.3149
9 H -1.7054 2.0387 -0.4166
10 H -1.8532 -1.9160 -0.6745
11 H -1.7915 -0.9665 2.3871
12 H 2.9408 -0.8857 -0.6164
13 H 2.0133 -0.3399 -1.8151
14 H 2.9336 1.0155 -0.8569
15 H -0.9638 -0.8062 2.2348

Atoms 1-6, force components in eV/Å:
0.708 -0.531 2.407
-0.106 0.446 2.372
0.220 -1.131 2.725
-3.563 2.110 -1.095
1.340 0.349 -0.019
0.030 1.156 -1.176

Calculated values
HOMO energy = -8.22 eV
energy above the lowest of the compared OMol25 structures with the same formula, charge and spin = 526.28 kJ/mol
spin multiplicity = 1
frontier orbital gap = 8.970 eV
net charge = 0

***

Computed, not measured: a 2-piece molecular cluster, C3H8N2OS overall at a distorted geometry, with the ωB97M-V functional and the def2-TZVPD basis.

Atoms and positions in Å:
1 C -0.9794 1.0003 0.4725
2 C -2.3249 -0.4343 -0.7850
3 C 2.8894 0.6951 0.1195
4 N -0.6396 -1.3876 0.6465
5 N -1.2630 -0.1838 0.1929
6 O -0.8144 2.0965 0.8122
7 S 1.9517 -0.4547 -0.9844
8 H -1.8047 -0.5815 -1.7348
9 H -3.0743 -1.1262 -0.5082
10 H -2.7980 0.6629 -0.9679
11 H 2.7213 1.6702 -0.2513
12 H 3.8823 0.3353 0.0869
13 H 2.3789 0.4742 1.0232
14 H 0.3067 -1.4094 0.2216
15 H -0.4320 -1.3571 1.6563

Atoms 1-6, force components in eV/Å:
1.614 2.108 0.952
0.089 4.853 -1.916
-1.508 -1.646 -1.022
0.232 0.030 0.914
-1.107 -1.971 0.562
-0.387 -1.892 -0.733

Calculated values
HOMO energy (spin up / spin down) = -6.43 / -6.43 eV
energy above the lowest of the compared OMol25 structures with the same formula, charge and spin = 548.60 kJ/mol
spin multiplicity = 1
frontier orbital gap (spin up / spin down) = 5.128 / 5.130 eV
net charge = 0

***

Computed, not measured: the molecule C3H8N2OSe at a distorted geometry, with the ωB97M-V functional and the def2-TZVPD basis.

Atoms and positions in Å:
1 C 1.0598 -0.6687 -0.0797
2 C -0.2580 -0.2711 1.9324
3 C -0.0915 0.8713 -1.4348
4 N -0.1427 -0.9552 0.6769
5 N 0.9680 0.6314 -0.6015
6 O -1.0218 -1.6581 0.1992
7 Se -1.9619 1.1541 -0.6080
8 H 1.9337 -0.5725 0.5903
9 H 1.3234 -1.4566 -0.7937
10 H -0.9968 -0.3392 2.7049
11 H 0.5171 0.3997 2.1572
12 H 0.2949 1.8009 -2.0058
13 H -0.3309 -0.0616 -2.0725
14 H -2.4382 -0.1426 -0.9136
15 H 1.1449 1.2682 0.2488

Atoms 1-6, force components in eV/Å:
2.370 0.162 0.734
0.786 -2.514 -4.267
-1.500 1.144 -2.559
-0.677 2.161 7.013
2.184 0.488 2.578
-0.748 -1.243 -0.879

Calculated values
HOMO energy (spin up / spin down) = -8.23 / -8.23 eV
energy above the lowest of the compared OMol25 structures with the same formula, charge and spin = 74.84 kJ/mol
SMILES = C=[N+]([O-])CNC[SeH]
spin multiplicity = 1
frontier orbital gap (spin up / spin down) = 8.591 / 8.592 eV
net charge = 0

***

Computed, not measured: the molecule C3H8N2S at a distorted geometry, with the ωB97M-V functional and the def2-TZVPD basis.

Atoms and positions in Å:
1 C 0.9034 0.8124 -2.0553
2 C -1.2244 0.3069 0.6687
3 C 0.1621 -1.4921 2.0513
4 H 1.2529 -0.2242 -2.1857
5 H 1.6126 1.4153 -1.4424
6 H 0.7696 1.2446 -3.0551
7 H -0.8448 1.6284 -1.2049
8 H -2.0432 0.9590 0.4911
9 H 0.3429 -1.9667 3.0022
10 H 0.1104 -2.2060 1.2650
11 H 0.9220 -0.7918 1.8730
12 N -0.4069 0.7287 -1.4215
13 N -0.3421 0.0306 -0.2137
14 S -1.2145 -0.4451 2.2275

Atoms 1-6, force components in eV/Å:
-0.149 0.060 0.202
1.338 -1.002 -0.731
0.286 -0.198 0.690
0.088 0.513 0.155
-0.166 -0.457 -0.527
0.139 0.031 0.312

Calculated values
HOMO energy = -7.90 eV
energy above the lowest of the compared OMol25 structures with the same formula, charge and spin = 209.56 kJ/mol
SMILES = CN/N=C/SC
spin multiplicity = 1
frontier orbital gap = 8.886 eV
net charge = 0

***

Computed, not measured: the molecule C3H8N2S at a distorted geometry, with the ωB97M-V functional and the def2-TZVPD basis.

Atoms and positions in Å:
1 C 2.3556 0.0583 0.1745
2 C -0.1033 0.3189 -0.2197
3 C -1.4622 -0.3512 -0.4721
4 H 3.1063 -0.3915 -0.4747
5 H 2.2843 1.0606 -0.0645
6 H 2.4967 -0.0779 1.2016
7 H 0.8001 -1.4780 -0.1338
8 H -1.6993 -0.2495 -1.5415
9 H -1.2938 -1.4332 -0.2480
10 H -2.3906 -0.2412 1.2955
11 H -2.4810 1.1541 0.3673
12 N 0.9623 -0.4689 -0.1001
13 N -2.5459 0.1350 0.3372
14 S -0.0291 1.9645 -0.1218

Atoms 1-6, force components in eV/Å:
-2.012 -2.043 -1.379
-0.176 0.555 -0.132
1.045 -1.126 -0.070
-0.183 -0.369 0.243
0.098 2.130 -0.261
0.797 -0.165 1.474

Calculated values
HOMO energy = -8.32 eV
energy above the lowest of the compared OMol25 structures with the same formula, charge and spin = 82.61 kJ/mol
SMILES = CNC(=S)CN
spin multiplicity = 1
frontier orbital gap = 9.107 eV
net charge = 0

***

Computed, not measured: the molecule C3H8N2S at a distorted geometry, with the ωB97M-V functional and the def2-TZVPD basis.

Atoms and positions in Å:
1 C 0.6692 -1.6173 0.9391
2 C -0.1789 -0.3764 0.7921
3 C 0.3144 0.9625 0.2852
4 H 0.9880 -2.0858 -0.0441
5 H 1.6232 -1.3539 1.6011
6 H 0.0709 -2.4587 1.4003
7 H -0.6226 -0.1445 1.7645
8 H -1.1065 -0.6166 0.1900
9 H 0.2538 2.2159 -1.2416
10 H -1.7217 1.3168 -1.9667
11 H -0.5566 0.2430 -2.3455
12 N -0.2144 1.4591 -0.8087
13 N -1.0860 0.6561 -1.5641
14 S 1.5671 1.7997 0.9983

Atoms 1-6, force components in eV/Å:
2.214 -0.743 0.426
-2.980 0.196 -0.301
2.313 -0.681 1.345
-0.067 0.931 0.982
-1.971 -0.865 -1.460
0.617 1.196 -0.084

Calculated values
HOMO energy = -8.17 eV
energy above the lowest of the compared OMol25 structures with the same formula, charge and spin = 183.43 kJ/mol
SMILES = CCC(=S)NN
spin multiplicity = 1
frontier orbital gap = 8.773 eV
net charge = 0

***

no.,E_tot (hartree)
1,-701.85283
2,-702.06856
3,-701.87706
4,-701.86856
5,-2705.11948
6,-626.74346
7,-626.79182
8,-626.75342